{"formula": "C6H9NO", "method": "ωB97M-V/def2-TZVPD", "charge": 0, "fmax_ha_per_bohr": 0.2188, "e_above_lowest_ev": 7.074, "smiles": "N[C@H]1[C@H]2C=COC[C@H]12", "homo_lumo_gap_ev": 8.70, "homo_ev": -7.89, "elements": ["N", "C", "H", "H", "C", "H", "H", "C", "H", "H", "C", "H", "C", "O", "C", "H", "H"], "coordinates": [[-1.909, 0.338, 1.609], [0.357, 0.203, -1.749], [1.132, 1.421, 0.202], [1.196, 0.813, -1.883], [-1.026, 1.245, 0.671], [-1.483, 2.294, 0.734], [1.754, -2.406, -0.453], [1.381, -1.329, -0.216], [-1.513, -0.682, 1.533], [-0.140, -0.213, -2.699], [-0.450, 0.439, -0.427], [1.656, -1.033, 1.862], [0.485, 0.774, 0.638], [1.288, -0.942, -1.329], [1.114, -0.625, 1.006], [-2.840, 0.131, 1.015], [-1.003, -0.430, -0.514]]}